Run 1
A 7-piece molecular cluster, H13O6S overall. Source: the OMol25 dataset; level of theory: ωB97M-V/def2-TZVPD.

XYZ file:
```
20
Properties=species:S:1:pos:R:3:lowdin_charge:R:1
H 0.47229 2.45172 2.75533 -0.011
H -2.42438 3.13567 0.69219 -0.110
H -0.33169 -1.28294 2.79251 0.007
S -0.91262 1.31987 0.47262 0.175
H -1.33419 -1.57860 1.72760 0.027
O 2.12101 -5.16581 -3.66979 -0.056
H 2.23499 -4.19614 -3.75328 0.054
O 0.86628 1.69453 3.19851 -0.126
O 1.72596 1.05999 -1.81139 -0.118
O -3.19122 3.70772 0.54219 -0.124
H 2.19194 -5.37910 -2.76573 0.002
H 1.17371 1.37074 -1.04948 -0.039
H -3.91355 3.50295 1.13873 0.015
H 0.39763 -1.08077 -1.83781 -0.011
H -1.17742 2.23879 -0.47708 -0.305
O 0.08137 -1.44761 -1.01859 -0.131
H 2.62242 1.21620 -1.47042 0.031
O -0.78559 -2.03054 2.40516 -0.080
H 0.33141 1.07815 2.69024 -0.079
H -0.14836 -0.61480 -0.56151 -0.122
```

Results
HOMO, eV: -4.60
Charge: -1
LUMO level, eV: 3.09

***

Run 2
A 7-piece molecular cluster, H13O6S overall. Source: the OMol25 dataset; level of theory: ωB97M-V/def2-TZVPD.

XYZ file:
```
20
Properties=species:S:1:pos:R:3:lowdin_charge:R:1
H -0.03385 0.42160 2.33960 -0.037
O 1.32224 -2.48630 -0.95078 -0.137
H 0.79752 -2.39360 -0.10237 -0.018
O -1.67544 2.18615 0.10695 -0.113
S 1.85127 -1.03505 1.67546 0.101
O -0.95988 0.48779 2.02705 -0.113
H 0.84778 -1.78735 1.69790 -0.441
H -2.40642 -0.34112 -0.50069 -0.054
H 2.48173 0.29626 -0.47230 -0.076
H -1.01824 -0.24565 1.45365 -0.028
H -0.93987 2.62261 0.59104 0.067
O 2.73623 1.19559 -0.70369 -0.151
H -1.94263 -1.63330 -1.21810 0.104
O -0.74505 1.04076 -2.21495 -0.089
H -1.00720 1.30503 -1.30324 -0.013
H 0.17776 0.90122 -2.39272 0.013
H 2.75272 1.56224 0.24940 0.054
O -2.46049 -1.24609 -0.41928 -0.058
H -1.97454 1.54728 0.83969 0.054
H 2.19635 -2.39807 -0.70265 -0.067
```

Results
HOMO, eV: -4.10
Charge: -1
LUMO level, eV: 3.44

***

Most stable = run 1

***

Run 1
C2H2N3O as an isolated structure. Source: the OMol25 dataset; level of theory: ωB97M-V/def2-TZVPD.

XYZ file:
```
8
Properties=species:S:1:pos:R:3:lowdin_charge:R:1
N 0.11641 -1.64908 0.00342 0.311
N 0.37848 0.56229 -0.02901 0.259
C 0.92336 -0.65590 0.01688 -0.107
H 2.00425 -0.80694 0.07606 0.175
N -1.46376 -0.81667 -0.01024 0.366
C -1.06440 0.47460 -0.00547 -0.490
H 0.87671 1.45257 -0.07275 0.203
O -1.77105 1.43914 0.02111 0.285
```

Results
HOMO (alpha / beta), eV: -17.75 / -17.80
Charge: +1
LUMO level (alpha / beta), eV: -9.08 / -10.44

***

Run 2
An isolated ion of composition C2H2N3O and charge +1. Source: the OMol25 dataset; level of theory: ωB97M-V/def2-TZVPD.

XYZ file:
```
8
Properties=species:S:1:pos:R:3:lowdin_charge:R:1
C 0.23916 -0.97081 -1.57321 -0.208
N 0.96933 -0.17640 -1.02458 0.216
H -1.91765 0.12727 2.01546 0.234
O -0.09125 -1.88461 -2.22735 0.279
N -0.20308 0.44331 0.86491 0.052
N -1.29231 0.65890 1.22840 0.280
C 0.81176 0.57156 0.12105 -0.013
H 1.48404 1.23078 0.59532 0.160
```

Results
SMILES string: [H]/N=N/C=[N+]=C=O
HOMO, eV: -15.63
Charge: +1
LUMO level, eV: -6.45

***

Most stable = run 2

***

Run 1
A 3-piece molecular cluster, C4H14NO3 overall. Source: the OMol25 dataset; level of theory: ωB97M-V/def2-TZVPD.

XYZ file:
```
22
Properties=species:S:1:pos:R:3:lowdin_charge:R:1
H 0.17774 2.16029 -2.11244 0.067
H -0.95905 -0.51992 -0.18362 0.091
O -0.71763 3.44540 0.46390 -0.122
H -0.84715 1.55824 -0.77917 0.031
C 0.78239 -1.99087 0.88340 -0.301
H -1.13448 1.21238 -2.44933 0.070
H -0.35921 2.56257 0.72042 -0.020
O -0.27666 -1.58887 1.75673 -0.161
C 0.26167 -2.20707 -0.55936 -0.176
H -1.22115 -1.13866 -1.82642 0.104
H 1.19384 -2.97842 1.13674 0.093
H 1.52073 -1.20070 0.99510 0.089
H -0.56671 -2.92192 -0.52994 0.095
H -0.11727 -0.57606 1.75676 0.027
C -0.45304 -0.93568 -1.06579 -0.286
H -1.64375 3.36925 0.70259 0.015
H 1.20496 1.16660 1.84136 -0.059
H 0.97312 0.31831 -0.66422 0.060
H 0.95519 -2.53762 -1.33146 0.094
C -0.33179 1.30074 -1.69015 -0.190
N 0.48023 0.10367 -1.53789 -0.118
O 0.47715 0.89078 1.26888 -0.402
```

Results
HOMO, eV: -4.48
Charge: -1
LUMO level, eV: 4.07

***

Run 2
A 3-piece molecular cluster, C4H14NO3 overall. Source: the OMol25 dataset; level of theory: ωB97M-V/def2-TZVPD.

XYZ file:
```
22
Properties=species:S:1:pos:R:3:lowdin_charge:R:1
H -2.60818 -0.02205 0.29082 0.115
C 2.12887 -0.15774 -0.12631 -0.047
C -1.93456 -0.89659 0.61657 -0.371
H 1.73362 0.85350 -0.08024 0.047
H -0.63477 -2.32309 -0.05098 0.077
C -0.19337 -0.72960 -1.18898 -0.238
C 1.34846 -1.05288 -1.34160 -0.155
H -0.54056 2.88264 -0.87292 -0.043
H 1.52118 -0.73591 -2.34189 0.068
H 3.13063 -0.17141 -0.53813 0.027
O 0.08491 3.00183 -0.17232 -0.228
O -1.25609 -0.50276 1.78686 -0.219
H -0.19767 0.24508 -0.64809 0.090
H -0.99870 2.01964 2.03844 -0.080
H -2.80449 -1.49099 0.99696 0.091
H 2.28299 -0.83078 0.71978 0.060
H 1.51871 -2.06420 -1.22351 0.048
H -0.09939 2.25683 0.65549 0.012
H -0.55525 0.35031 2.04545 0.064
N -1.17585 -1.58421 -0.46999 -0.066
H -0.61988 -0.77982 -2.13448 0.062
O -0.13060 1.73221 2.03911 -0.312
```

Results
HOMO, eV: -4.52
Charge: -1
LUMO level, eV: 3.92

***

Most stable = run 1

***

Run 1
An isolated ion of composition C6H16N2 and charge -1. Source: the OMol25 dataset; level of theory: ωB97M-V/def2-TZVPD.

XYZ file:
```
24
Properties=species:S:1:pos:R:3:lowdin_charge:R:1
C -1.82731 -1.27229 2.19214 -0.144
H -0.62839 0.02493 -2.24542 0.058
N -0.10755 0.77439 -1.81951 -0.098
H 0.19917 1.63684 -3.68507 0.079
C 0.78564 1.34358 -2.81895 -0.448
C 0.48759 -0.46764 2.53804 -0.165
C -0.53686 -0.89411 1.48993 -0.499
H 1.15396 2.25472 -2.34853 0.090
H -1.66398 -0.17153 -0.14555 0.095
H 1.08563 -0.28848 -0.41811 0.065
H -1.13401 1.05596 0.98728 0.103
H -1.72879 -1.94383 3.04958 0.061
N 1.78811 0.46564 -3.36731 -0.061
C 0.34600 0.53506 -0.48424 -0.367
H -2.60106 -1.66298 1.52987 0.058
H -0.05877 -1.74653 1.00410 0.087
H 1.45709 -0.15494 -4.09545 0.005
H 0.87899 1.40745 -0.09998 0.092
H 0.12137 -0.30370 3.55087 0.058
C -0.81564 0.17497 0.44129 -0.225
H 2.54411 0.12945 -2.79045 -0.011
H 1.44069 -1.01430 2.51097 0.039
H 1.01280 0.48290 2.33860 0.055
H -2.19879 -0.36559 2.68589 0.073
```

Results
HOMO (alpha / beta), eV: 1.49 / -4.72
Charge: -1
Multiplicity: 2
LUMO level (alpha / beta), eV: 3.82 / 3.75

***

Run 2
An isolated ion of composition C6H16N2 and charge -1. Source: the OMol25 dataset; level of theory: ωB97M-V/def2-TZVPD.

XYZ file:
```
24
Properties=species:S:1:pos:R:3:lowdin_charge:R:1
H 2.61089 -1.86393 -1.59907 0.064
H -2.19773 0.64328 0.10250 0.068
H -2.42664 -0.68109 2.36685 0.028
H 2.11719 1.48281 -0.42674 0.097
N 1.55740 -0.28040 -1.72975 -0.083
H 0.19308 0.36955 0.98885 0.072
N -0.32327 1.20835 0.73623 -0.113
H -0.23623 2.70315 -0.84605 0.065
C 0.81673 -2.60267 -0.46266 -0.292
H 1.74028 1.88770 -1.95121 0.074
H -0.07839 -2.21605 -0.43203 -0.050
H -1.68792 0.51648 3.27871 0.003
H -3.17827 1.10360 2.55316 0.063
C -2.25566 0.43681 2.41668 -0.207
H 0.59989 -3.33243 -1.15800 -0.015
H 1.11638 -3.12752 0.39011 -0.006
C 1.42804 1.09666 -1.22527 -0.227
H -2.11898 2.03509 1.20180 0.067
H 0.76974 -0.43102 -2.21980 0.016
C -0.12513 1.62958 -0.69959 -0.218
C 1.91619 -1.44999 -0.87594 -0.251
H 2.41632 -1.28777 0.09884 0.087
C -1.74202 1.03690 1.02973 -0.364
H -0.91189 1.12290 -1.53736 0.121
```

Results
HOMO (alpha / beta), eV: 1.40 / -5.27
Charge: -1
Multiplicity: 2
LUMO level (alpha / beta), eV: 4.00 / 3.81

***

Most stable = run 1